Computed, not measured: 8 unconnected molecules or ions with the total composition C16H48O8, with the ωB97M-V functional and the def2-TZVPD basis.

Summary:
HOMO: -9.59 eV
Orbital gap: 10.1 eV
ΔE to the lowest compared entry with this formula, charge and spin: 81.5 kcal per mole
E_tot: -1240.17817 Eh

ORCA input file:
```
! RIJCOSX wB97M-V def2-TZVPD def2/J DEFGRID3
* xyz 0 1
C -22.5574 -8.9853 5.0650
C -21.4130 -8.6616 4.1306
O -21.5916 -7.2955 3.6903
H -23.5154 -8.9788 4.5334
H -22.4895 -8.3796 5.9545
H -22.2882 -10.0003 5.4216
H -21.4152 -9.3445 3.2827
H -20.4714 -8.8255 4.6417
H -21.4594 -7.1203 2.7572
C -20.4747 -8.2640 0.4038
C -19.4386 -8.2408 -0.7023
O -18.9453 -6.8953 -0.7862
H -21.2368 -7.5102 0.1858
H -20.0123 -8.1409 1.3895
H -20.9820 -9.2289 0.3143
H -19.9666 -8.5115 -1.5680
H -18.5879 -8.8659 -0.4598
H -18.6608 -6.7407 -1.7002
C -19.9340 -4.0349 6.9412
C -20.9077 -5.1167 6.3136
O -20.1794 -6.0015 5.5638
H -19.1961 -4.3940 7.6683
H -20.5497 -3.2597 7.4142
H -19.3534 -3.4719 6.2238
H -21.5958 -4.4617 5.7389
H -21.3936 -5.5879 7.1266
H -20.7512 -6.3888 4.9387
C -16.6135 -3.9638 3.9688
C -16.1746 -3.0231 5.0656
O -15.3930 -1.8920 4.6142
H -16.9760 -4.9318 4.3376
H -15.7089 -4.2121 3.3610
H -17.4528 -3.5627 3.4362
H -15.4317 -3.5420 5.7230
H -17.0973 -2.7027 5.6123
H -15.8658 -1.5144 3.8742
C -10.8805 -9.2642 1.2318
C -11.5557 -7.9148 1.4500
O -11.4449 -7.4765 2.7784
H -10.8525 -9.3013 0.1780
H -11.4189 -9.9924 1.7650
H -9.8127 -9.2439 1.4941
H -12.6074 -8.0313 1.1083
H -11.0524 -7.1152 0.8661
H -11.5021 -6.5205 2.7438
C -10.8529 -3.7524 3.3820
C -11.5063 -4.3391 4.6604
O -12.4494 -5.4196 4.4166
H -10.4329 -4.5226 2.7509
H -10.0986 -3.0247 3.6682
H -11.6009 -3.2630 2.7432
H -12.0950 -3.5726 5.1932
H -10.7387 -4.6847 5.4288
H -12.0063 -6.2956 4.5524
C -14.6760 -7.5138 9.1369
C -15.8377 -8.4708 8.9252
O -17.0849 -7.7514 8.9530
H -14.5123 -7.3257 10.2086
H -14.7468 -6.5174 8.6424
H -13.7011 -8.0357 8.8964
H -15.8777 -9.3444 9.5826
H -15.7586 -8.8858 7.8799
H -17.5213 -7.9347 8.1384
C -16.0365 -8.7727 5.1876
C -16.9286 -7.5648 5.2530
O -18.0271 -7.8462 6.1162
H -15.3572 -8.8858 6.0368
H -15.5281 -8.8709 4.3023
H -16.6629 -9.6551 5.2439
H -17.3025 -7.2901 4.3075
H -16.3281 -6.6439 5.6603
H -18.8028 -7.3350 5.9405
*
```